{
  "formula": "C36H54F18O18S3",
  "method": "wB97M-V/def2-TZVPD",
  "elements": ["C", "C", "C", "S", "O", "O", "C", "H", "H", "H", "H", "H", "H", "H", "H", "C", "C", "C", "S", "O", "O", "C", "H", "H", "H", "H", "H", "H", "H", "H", "C", "C", "C", "S", "O", "O", "C", "H", "H", "H", "H", "H", "H", "H", "H", "C", "C", "O", "C", "O", "C", "F", "F", "F", "H", "H", "H", "H", "H", "C", "C", "O", "C", "O", "C", "F", "F", "F", "H", "H", "H", "H", "H", "C", "C", "O", "C", "O", "C", "F", "F", "F", "H", "H", "H", "H", "H", "C", "C", "O", "C", "O", "C", "F", "F", "F", "H", "H", "H", "H", "H", "C", "C", "O", "C", "O", "C", "F", "F", "F", "H", "H", "H", "H", "H", "C", "C", "O", "C", "O", "C", "F", "F", "F", "H", "H", "H", "H", "H"],
  "coordinates": [[14.975, 19.969, 17.292], [13.576, 20.256, 17.706], [12.792, 20.534, 16.396], [13.970, 21.339, 15.330], [13.725, 22.743, 15.243], [14.110, 20.481, 14.181], [15.379, 21.115, 16.378], [15.051, 18.973, 16.864], [15.582, 19.976, 18.212], [13.584, 21.104, 18.393], [13.006, 19.437, 18.180], [11.855, 21.088, 16.562], [12.616, 19.526, 15.966], [15.535, 22.063, 16.897], [16.227, 20.967, 15.679], [8.108, 13.401, 10.629], [8.793, 14.790, 10.789], [8.242, 15.642, 9.647], [8.213, 14.595, 8.194], [9.401, 14.808, 7.364], [6.930, 14.696, 7.546], [8.231, 13.038, 9.119], [7.062, 13.380, 10.925], [8.601, 12.639, 11.252], [9.874, 14.650, 10.756], [8.521, 15.119, 11.797], [8.824, 16.514, 9.356], [7.215, 15.935, 9.842], [9.143, 12.515, 8.882], [7.385, 12.442, 8.738], [14.105, 17.884, 10.812], [13.903, 16.421, 11.207], [12.395, 16.180, 11.192], [11.591, 17.658, 11.736], [11.238, 17.529, 13.142], [10.650, 18.137, 10.749], [13.050, 18.615, 11.595], [13.881, 18.020, 9.764], [15.094, 18.337, 10.949], [14.415, 16.196, 12.174], [14.304, 15.710, 10.485], [12.126, 15.305, 11.779], [12.064, 15.983, 10.157], [13.379, 18.730, 12.636], [12.730, 19.587, 11.211], [16.216, 14.290, 17.332], [16.522, 15.761, 17.609], [16.310, 16.612, 16.449], [17.170, 16.398, 15.453], [18.094, 15.645, 15.463], [16.738, 17.161, 14.160], [15.545, 17.694, 14.234], [17.698, 18.104, 13.923], [16.797, 16.318, 13.134], [17.111, 13.791, 16.992], [15.388, 14.111, 16.649], [15.858, 13.824, 18.226], [17.585, 15.915, 17.893], [15.914, 16.221, 18.382], [7.566, 18.182, 13.304], [8.498, 18.392, 14.517], [8.485, 17.312, 15.529], [7.370, 17.166, 16.192], [6.359, 17.797, 16.068], [7.535, 16.044, 17.322], [8.633, 15.351, 17.189], [7.511, 16.661, 18.506], [6.510, 15.227, 17.264], [7.518, 17.218, 12.805], [7.865, 18.906, 12.554], [6.548, 18.407, 13.513], [8.216, 19.401, 14.891], [9.533, 18.345, 14.161], [14.640, 12.513, 13.846], [14.446, 12.272, 12.327], [13.491, 11.264, 12.054], [12.255, 11.494, 11.776], [11.763, 12.564, 11.564], [11.402, 10.166, 11.610], [10.734, 10.192, 10.456], [12.202, 9.106, 11.717], [10.469, 10.168, 12.570], [13.767, 12.893, 14.349], [15.460, 13.218, 13.995], [14.932, 11.560, 14.288], [15.315, 11.967, 11.792], [14.146, 13.258, 11.958], [12.808, 15.450, 15.246], [11.993, 16.389, 16.032], [12.423, 16.253, 17.485], [11.889, 17.006, 18.377], [10.992, 17.805, 18.247], [12.603, 16.711, 19.741], [11.835, 15.783, 20.409], [13.817, 16.210, 19.521], [12.703, 17.810, 20.474], [12.688, 14.440, 15.656], [13.873, 15.693, 15.239], [12.459, 15.520, 14.227], [10.934, 16.157, 15.920], [12.129, 17.395, 15.674], [18.029, 22.903, 11.068], [18.321, 21.861, 10.044], [17.002, 21.491, 9.480], [16.983, 20.431, 8.713], [17.842, 19.654, 8.393], [15.554, 20.158, 8.115], [14.576, 20.500, 8.917], [15.556, 20.947, 7.029], [15.428, 18.842, 7.799], [17.356, 23.682, 10.688], [18.954, 23.419, 11.384], [17.588, 22.400, 11.915], [18.784, 21.016, 10.530], [19.027, 22.209, 9.288], [11.163, 21.902, 12.368], [10.130, 22.249, 13.355], [10.453, 23.614, 13.987], [9.468, 24.448, 14.137], [8.323, 24.315, 13.722], [9.966, 25.724, 14.907], [10.292, 26.645, 14.001], [8.941, 26.231, 15.576], [11.002, 25.427, 15.722], [10.675, 21.021, 11.899], [12.110, 21.619, 12.786], [11.273, 22.634, 11.582], [10.006, 21.524, 14.172], [9.133, 22.296, 12.928]],
  "lowdin_charge": [-0.23, -0.21, -0.20, 0.64, -0.30, -0.33, -0.22, 0.10, 0.13, 0.13, 0.10, 0.12, 0.09, 0.11, 0.12, -0.19, -0.20, -0.23, 0.68, -0.33, -0.33, -0.21, 0.11, 0.11, 0.09, 0.11, 0.09, 0.11, 0.09, 0.11, -0.20, -0.20, -0.24, 0.67, -0.33, -0.31, -0.25, 0.10, 0.13, 0.10, 0.12, 0.08, 0.13, 0.09, 0.10, -0.04, -0.16, 0.00, -0.40, 0.17, -0.54, 0.18, 0.14, 0.17, 0.08, 0.07, 0.07, 0.14, 0.10, -0.05, -0.14, 0.03, -0.40, 0.16, -0.59, 0.19, 0.17, 0.19, 0.07, 0.08, 0.06, 0.14, 0.08, -0.03, -0.17, 0.06, -0.40, 0.15, -0.53, 0.17, 0.18, 0.16, 0.05, 0.08, 0.08, 0.12, 0.11, -0.06, -0.13, 0.06, -0.45, 0.15, -0.51, 0.14, 0.16, 0.18, 0.09, 0.07, 0.06, 0.12, 0.10, -0.07, -0.18, 0.05, -0.42, 0.16, -0.54, 0.19, 0.17, 0.15, 0.09, 0.09, 0.07, 0.12, 0.13, -0.06, -0.14, 0.04, -0.40, 0.12, -0.54, 0.17, 0.17, 0.16, 0.09, 0.05, 0.09, 0.12, 0.11],
  "lumo_ev": 0.062,
  "gap_ev": 10.4,
  "homo_ev": -10.3133,
  "max_force_ev_per_a": 2.80,
  "smiles": "CCOC(=O)C(F)(F)F.CCOC(=O)C(F)(F)F.CCOC(=O)C(F)(F)F.CCOC(=O)C(F)(F)F.CCOC(=O)C(F)(F)F.CCOC(=O)C(F)(F)F.O=S1(=O)CCCC1.O=S1(=O)CCCC1.O=S1(=O)CCCC1",
  "e_tot_ha": -5750.65279
}